{"formula": "C22H28N11O2S2SeV", "method": "ωB97M-V with the def2-TZVPD basis set", "energy_ha": -5749.73966, "s_squared": 2.027, "relative_energy_ev": 0.0000, "largest_force_ev_per_a": 0.2, "charge": 0, "homo_energy_ha": [-0.2771, -0.2771], "spin_multiplicity": 3, "symbols": ["V", "N", "N", "C", "N", "N", "N", "O", "O", "H", "H", "H", "H", "H", "S", "C", "C", "C", "C", "N", "C", "C", "C", "S", "C", "N", "H", "H", "N", "C", "C", "N", "C", "H", "H", "H", "H", "C", "C", "C", "C", "N", "N", "H", "H", "H", "H", "H", "H", "H", "H", "H", "H", "H", "H", "Se", "C", "C", "C", "C", "C", "C", "H", "H", "H", "H", "H"], "xyz": [[0.73408, 0.62047, -0.23466], [1.04493, -1.52281, 0.07271], [-0.15909, -2.21465, -0.17676], [-1.30924, -1.55901, 0.07796], [-2.41172, -2.28449, 0.17015], [-1.18990, -0.22386, 0.19505], [-2.31152, 0.51582, 0.53540], [-2.09069, 1.61379, 0.98859], [-3.43219, 0.06975, 0.34295], [1.73105, -1.83256, -0.61059], [1.35367, -1.73696, 1.05521], [-0.14888, -3.19726, 0.06701], [-2.32860, -3.25576, 0.43252], [-3.27529, -1.79268, 0.34220], [0.25996, 2.80082, -0.90199], [0.46284, 2.77972, -2.64009], [0.36934, 3.98043, -3.34552], [0.52570, 4.01870, -4.72054], [0.43414, 5.27647, -5.40663], [0.35390, 6.29349, -5.93517], [0.77848, 2.82728, -5.42138], [0.86405, 1.63254, -4.72797], [0.71024, 1.58848, -3.34157], [0.82200, 0.05306, -2.51753], [0.95437, 2.83243, -6.84636], [1.10583, 2.83442, -7.98529], [0.17177, 4.89757, -2.80699], [1.05578, 0.71610, -5.26952], [4.77948, 1.76614, -0.00110], [4.95497, 0.57062, 0.65468], [3.73506, -0.02282, 0.66905], [2.82474, 0.79973, 0.03389], [3.48904, 1.86847, -0.35325], [5.48755, 2.45415, -0.18930], [5.90539, 0.25798, 1.04649], [3.44943, -0.95114, 1.13733], [3.06206, 2.71138, -0.86927], [0.51712, 1.73228, 4.69961], [1.39820, 2.56898, 3.76739], [0.70545, 3.88233, 3.41368], [2.74010, 2.84877, 4.43525], [1.74120, 1.87260, 2.50529], [0.61137, 1.26814, 1.86572], [0.39735, 2.24646, 5.65429], [0.96399, 0.75298, 4.88278], [-0.48493, 1.58849, 4.28731], [0.50476, 4.45779, 4.31858], [-0.25650, 3.71901, 2.92041], [1.33329, 4.47580, 2.74866], [2.59664, 3.42395, 5.34993], [3.38751, 3.41608, 3.76467], [3.24107, 1.91402, 4.69937], [2.35117, 1.08850, 2.72887], [-0.13733, 1.95515, 1.83545], [0.27531, 0.48075, 2.43162], [1.68986, -1.77016, 3.26282], [0.04539, -2.73162, 3.09379], [0.01081, -4.01848, 2.53950], [-1.17862, -4.73259, 2.44167], [-2.37105, -4.18313, 2.90130], [-2.35408, -2.90556, 3.44860], [-1.16824, -2.18827, 3.53429], [0.94217, -4.47105, 2.21697], [-1.16587, -5.73765, 2.03567], [-3.29223, -4.74984, 2.85446], [-3.27169, -2.46269, 3.81739], [-1.16880, -1.19782, 3.97517]], "forces_ev_per_a": [[0.0, 0.0, -0.1], [-0.1, -0.1, 0.0], [0.1, 0.0, 0.0], [-0.1, 0.1, 0.0], [0.0, 0.0, 0.0], [0.0, -0.1, 0.0], [-0.1, 0.1, -0.1], [0.0, 0.0, 0.0], [0.0, 0.0, 0.0], [0.0, 0.0, 0.0], [0.2, 0.1, -0.1], [0.0, 0.0, 0.0], [0.0, 0.0, 0.0], [0.0, 0.0, 0.0], [0.0, 0.0, 0.0], [0.0, 0.0, 0.0], [0.0, 0.0, 0.0], [0.0, 0.0, 0.0], [0.0, 0.0, 0.0], [0.0, 0.0, 0.0], [0.0, 0.0, 0.0], [0.0, 0.0, 0.0], [0.0, 0.0, 0.0], [0.0, 0.1, 0.1], [0.0, 0.1, 0.0], [0.0, 0.0, 0.0], [0.0, 0.0, 0.0], [0.0, 0.0, 0.0], [0.0, 0.0, 0.0], [0.0, 0.0, 0.0], [0.0, 0.0, 0.0], [0.0, 0.0, 0.0], [0.0, 0.0, 0.0], [0.0, 0.0, 0.0], [0.0, 0.0, 0.0], [0.0, 0.0, 0.0], [0.0, 0.0, 0.0], [0.0, 0.0, 0.0], [0.0, 0.0, 0.0], [0.0, 0.0, 0.0], [0.0, 0.0, 0.0], [0.0, 0.0, 0.0], [-0.1, 0.0, -0.1], [0.0, 0.0, 0.0], [0.0, 0.0, 0.0], [0.0, 0.0, 0.0], [0.0, 0.0, 0.0], [0.0, 0.0, 0.0], [0.0, 0.0, 0.0], [0.0, 0.0, 0.0], [0.0, 0.0, 0.0], [0.0, 0.0, 0.0], [0.0, 0.0, 0.0], [0.0, 0.0, 0.0], [0.1, 0.0, 0.0], [-0.1, -0.1, -0.1], [0.0, 0.0, 0.0], [0.0, 0.0, 0.0], [0.0, 0.0, 0.0], [0.0, 0.0, 0.0], [0.0, 0.0, 0.0], [0.0, 0.0, 0.0], [0.0, 0.0, 0.0], [0.0, 0.0, 0.0], [0.0, 0.0, 0.0], [0.0, 0.0, 0.0], [0.0, 0.0, 0.0]]}

{"formula": "C22H28N2O3PPtS4", "method": "ωB97M-V with the def2-TZVPD basis set", "energy_ha": -3243.66717, "relative_energy_ev": 0.0000, "largest_force_ev_per_a": 0.4, "charge": 1, "homo_energy_ha": [-0.4031, -0.4032], "spin_multiplicity": 1, "symbols": ["Pt", "C", "C", "N", "N", "C", "S", "S", "C", "C", "C", "C", "C", "C", "C", "C", "C", "C", "C", "C", "C", "O", "H", "H", "H", "H", "H", "H", "H", "H", "H", "H", "H", "H", "H", "H", "C", "C", "C", "O", "P", "S", "S", "O", "C", "C", "C", "H", "H", "H", "H", "H", "H", "H", "H", "H", "H", "H", "H", "H", "H"], "xyz": [[-0.45637, -0.34014, 0.73306], [-3.43768, 1.29526, 3.43431], [-2.23264, 0.53815, 2.94885], [-2.05196, 0.44128, 1.62268], [-3.02006, 1.02789, 0.84544], [-2.83545, 0.99375, -0.42574], [-1.47964, 0.21282, -1.18420], [-4.03779, 1.82936, -1.38507], [-3.79461, 1.11160, -3.03660], [-3.93295, -0.38711, -3.11234], [-2.98433, -1.12853, -3.80651], [-3.10361, -2.50744, -3.91136], [-4.17427, -3.15682, -3.31707], [-5.12650, -2.42170, -2.62244], [-5.00656, -1.04514, -2.51994], [-1.35069, -0.04320, 3.90927], [-1.68159, 0.12027, 5.29378], [-0.93578, -0.40721, 6.29847], [0.22314, -1.15183, 5.98734], [0.58609, -1.34240, 4.69148], [-0.18032, -0.81320, 3.61945], [0.26327, -1.11310, 2.43928], [-3.93485, 1.80420, 2.62201], [-3.13667, 2.02094, 4.18615], [-4.14527, 0.60496, 3.89666], [-2.84179, 1.44112, -3.45014], [-4.57923, 1.60799, -3.61244], [-2.14583, -0.62244, -4.27198], [-2.36007, -3.07260, -4.45792], [-4.27047, -4.23145, -3.39675], [-5.96821, -2.92284, -2.16287], [-5.74855, -0.47700, -1.97179], [-2.56557, 0.67474, 5.56074], [-1.22825, -0.25992, 7.32810], [0.82207, -1.57514, 6.78310], [1.46188, -1.91529, 4.41974], [4.77781, 1.42296, 1.10548], [4.96904, -0.06213, 0.89363], [5.94038, -0.41445, -0.20749], [3.66626, -0.72677, 0.62966], [2.48782, -0.23390, -0.24195], [1.10048, -1.66129, -0.47713], [1.28593, 1.17312, 0.64485], [3.14731, 0.29649, -1.55186], [2.36374, 0.86892, -2.67330], [2.79996, 0.12935, -3.91453], [2.63412, 2.35305, -2.71169], [5.72886, 1.86302, 1.40499], [4.05192, 1.62211, 1.89384], [4.46622, 1.91704, 0.18209], [5.26693, -0.53930, 1.82498], [5.67542, 0.07741, -1.14220], [5.97158, -1.49151, -0.36448], [6.93728, -0.08451, 0.08662], [1.31043, 0.66906, -2.46148], [3.86220, 0.29004, -4.10033], [2.24056, 0.50186, -4.77281], [2.61419, -0.93965, -3.81880], [3.69712, 2.54143, -2.86647], [2.31064, 2.84225, -1.79334], [2.08492, 2.79556, -3.54303]], "forces_ev_per_a": [[0.2, -0.3, -0.3], [0.0, 0.0, 0.0], [0.0, 0.0, -0.1], [0.0, 0.2, 0.2], [0.0, 0.1, 0.0], [0.0, -0.1, -0.1], [0.0, 0.1, 0.1], [0.0, 0.0, 0.0], [0.0, 0.0, 0.0], [-0.1, 0.0, 0.0], [0.0, 0.0, -0.1], [0.0, 0.0, 0.0], [0.0, 0.0, 0.0], [0.0, 0.0, 0.0], [0.0, 0.0, 0.0], [0.0, 0.0, 0.0], [0.0, 0.0, 0.0], [0.0, 0.0, 0.0], [0.0, 0.0, 0.0], [0.0, 0.0, 0.0], [0.0, 0.0, 0.0], [-0.1, 0.0, 0.0], [0.0, 0.0, 0.0], [0.0, 0.0, 0.0], [0.0, 0.0, 0.0], [0.0, 0.0, 0.0], [0.0, 0.0, 0.0], [0.0, 0.0, 0.0], [0.0, 0.0, 0.0], [0.0, 0.0, 0.0], [0.0, 0.0, 0.0], [0.0, 0.0, 0.0], [0.0, 0.0, 0.0], [0.0, 0.0, 0.0], [0.0, 0.0, 0.0], [0.0, 0.0, 0.0], [0.0, 0.0, 0.0], [0.0, 0.0, 0.0], [0.0, 0.0, 0.0], [0.0, 0.0, 0.0], [-0.1, 0.0, 0.1], [0.0, 0.0, 0.1], [-0.1, 0.1, 0.0], [0.1, 0.1, 0.0], [0.0, -0.1, 0.0], [0.0, 0.0, 0.0], [0.0, 0.0, 0.0], [0.0, 0.0, 0.0], [0.0, 0.0, 0.0], [0.0, 0.0, 0.0], [0.0, 0.0, 0.0], [0.0, 0.0, 0.0], [0.0, 0.0, 0.0], [0.0, 0.0, 0.0], [0.0, 0.0, 0.0], [0.0, 0.0, 0.0], [0.0, 0.0, 0.0], [0.0, 0.0, 0.0], [0.0, 0.0, 0.0], [0.0, 0.0, 0.0], [0.0, 0.0, 0.0]]}

{"formula": "C22H28N2O6", "method": "ωB97M-V with the def2-TZVPD basis set", "energy_ha": -1416.12474, "relative_energy_ev": 0.0000, "largest_force_ev_per_a": 1.0, "charge": 0, "homo_energy_ha": -0.2783, "smiles": "CCOC(=O)[C@H]1CCCN(C(=O)c2cn(CC)c(=O)c3cc(OC)c(OC)cc23)C1", "spin_multiplicity": 1, "symbols": ["C", "C", "H", "H", "O", "C", "O", "C", "C", "C", "H", "C", "N", "C", "O", "C", "C", "N", "C", "O", "C", "C", "C", "C", "C", "C", "H", "O", "C", "H", "H", "H", "O", "C", "H", "H", "H", "H", "C", "C", "H", "H", "H", "H", "H", "H", "C", "H", "H", "H", "H", "H", "H", "H", "H", "H", "H", "H"], "xyz": [[1.63426, 3.80768, -5.14458], [1.03617, 2.74467, -4.24342], [0.82145, 1.82242, -4.79458], [0.10431, 3.09144, -3.78267], [1.97649, 2.45314, -3.20624], [1.67172, 1.44648, -2.39239], [0.67340, 0.78107, -2.50611], [2.73936, 1.20124, -1.33399], [3.59126, 2.43608, -1.03283], [2.75074, 3.50246, -0.33486], [1.97552, 3.86356, -1.01176], [2.09053, 2.91177, 0.90894], [1.30335, 1.74455, 0.56847], [-0.05141, 1.84169, 0.54118], [-0.62924, 2.88735, 0.78161], [-0.79937, 0.58951, 0.23042], [-1.68415, 0.60389, -0.79470], [-2.41370, -0.47590, -1.16857], [-2.34101, -1.69259, -0.50960], [-3.00544, -2.64794, -0.88312], [-1.43706, -1.72369, 0.63367], [-0.67671, -0.60728, 1.01345], [0.12878, -0.71851, 2.14873], [0.22185, -1.88798, 2.88351], [-0.52557, -3.02264, 2.47375], [-1.34252, -2.90793, 1.36894], [-1.94374, -3.73341, 1.02356], [-0.39732, -4.18166, 3.19507], [-1.15858, -5.29832, 2.80333], [-0.90468, -6.08434, 3.51334], [-2.23185, -5.09269, 2.85697], [-0.90150, -5.62544, 1.79135], [1.07054, -1.80728, 3.94311], [1.13362, -2.82074, 4.92243], [1.79640, -2.42661, 5.69305], [1.54994, -3.74711, 4.52223], [0.15276, -3.02380, 5.35670], [0.69974, 0.12800, 2.49471], [-3.32222, -0.35459, -2.29330], [-4.61513, 0.34356, -1.88498], [-5.27581, 0.43199, -2.74321], [-5.12015, -0.23349, -1.11433], [-4.40924, 1.33841, -1.49548], [-3.53888, -1.36966, -2.63443], [-2.81801, 0.19741, -3.09039], [-1.82196, 1.49476, -1.38830], [2.06355, 0.68753, -0.04970], [2.83204, 0.34249, 0.65114], [1.40679, -0.14536, -0.29765], [2.85608, 2.61041, 1.63330], [1.41899, 3.63680, 1.37164], [3.37646, 4.34950, -0.05117], [4.41397, 2.13734, -0.37848], [4.01561, 2.83215, -1.95543], [3.37581, 0.40181, -1.73196], [2.55947, 3.44773, -5.58647], [0.93293, 4.05040, -5.93735], [1.84867, 4.70600, -4.57210]], "forces_ev_per_a": [[0.0, -0.3, 0.4], [-0.4, 0.0, -0.4], [0.0, 0.1, 0.1], [0.1, -0.1, -0.1], [0.3, 0.3, -0.1], [0.1, -0.3, 0.2], [0.0, 0.0, -0.1], [0.0, 0.0, 0.2], [-0.1, 0.1, -0.2], [0.1, -0.2, 0.2], [0.0, 0.1, 0.0], [-0.1, 0.5, 0.1], [0.3, 0.1, 0.1], [-0.3, -0.2, -0.1], [-0.2, 0.3, 0.0], [-0.5, 0.2, -0.3], [0.7, 0.4, 0.6], [0.0, -0.2, 0.0], [0.0, -0.1, 0.0], [-0.1, -0.1, 0.0], [0.3, 0.1, 0.3], [-0.2, -0.4, -0.1], [0.0, -0.3, 0.1], [0.0, 0.3, -0.1], [-0.1, -0.2, -0.1], [0.0, -0.1, 0.1], [0.0, -0.1, 0.0], [0.2, 0.5, 0.0], [-0.1, -0.2, -0.1], [-0.1, 0.0, -0.1], [0.0, 0.0, 0.0], [0.0, 0.0, 0.0], [-0.1, 0.1, -0.4], [0.1, -0.3, 0.4], [-0.1, 0.0, 0.0], [0.0, 0.1, 0.1], [0.1, 0.0, 0.0], [0.1, 0.1, 0.1], [-0.5, -0.1, -0.3], [0.2, -0.1, -0.1], [-0.1, 0.0, -0.1], [-0.1, 0.0, 0.1], [0.0, 0.1, 0.0], [0.1, 0.2, 0.0], [0.0, -0.1, 0.1], [0.0, 0.0, -0.1], [0.0, -0.3, -0.4], [0.0, 0.0, -0.1], [0.1, 0.1, 0.1], [0.0, 0.0, 0.0], [0.1, -0.1, 0.0], [0.0, 0.1, 0.0], [0.0, 0.0, 0.0], [0.1, 0.0, 0.1], [-0.1, 0.0, 0.0], [0.1, 0.0, -0.1], [-0.1, 0.0, -0.1], [0.0, 0.1, 0.0]]}

{"formula": "C22H28N2O6S", "method": "ωB97M-V with the def2-TZVPD basis set", "energy_ha": -1813.53884, "relative_energy_ev": 20.7921, "largest_force_ev_per_a": 19.0, "charge": 0, "homo_energy_ha": -0.2560, "smiles": "CCOc1ccccc1NC(=O)C1CCN(S(=O)(=O)c2ccc(OC)c(OC)c2)CC1", "spin_multiplicity": 1, "symbols": ["C", "C", "O", "C", "C", "C", "C", "C", "C", "N", "C", "O", "C", "C", "C", "N", "S", "O", "O", "C", "C", "C", "C", "C", "C", "H", "O", "C", "H", "H", "H", "O", "C", "H", "H", "H", "H", "H", "C", "C", "H", "H", "H", "H", "H", "H", "H", "H", "H", "H", "H", "H", "H", "H", "H", "H", "H", "H", "H"], "xyz": [[-0.98929, -3.83421, 1.54405], [0.45137, -3.15434, 1.67469], [0.21938, -1.65915, 1.72645], [1.18331, -0.92737, 1.76081], [2.48449, -1.44891, 1.67231], [3.39907, -0.39233, 1.90913], [3.03846, 0.90910, 2.02803], [1.77769, 1.44896, 1.71068], [0.74419, 0.49960, 1.69760], [-0.53049, 0.73399, 1.79012], [-1.23428, 2.09787, 1.36777], [-0.68018, 2.97178, 0.83659], [-2.68223, 1.73618, 1.32254], [-3.36869, 0.68897, 1.84216], [-3.16641, -0.49099, 0.59865], [-2.67288, 0.11226, -0.33186], [-1.97231, -1.07924, -1.56439], [-2.41528, -2.31288, -1.17189], [-2.28608, -0.32480, -2.97647], [-0.26860, -0.71300, -1.35236], [0.49622, -1.89831, -1.57290], [1.79799, -1.65399, -1.29478], [2.51654, -0.38031, -1.36674], [1.64501, 0.71170, -1.25608], [0.32518, 0.67003, -1.69478], [-0.24409, 1.37578, -1.46414], [2.32239, 1.69524, -1.43244], [1.54273, 3.20181, -1.52949], [0.84343, 3.02617, -2.31186], [0.87351, 3.08025, -0.56445], [2.21911, 3.98282, -1.54340], [3.84574, -0.57050, -1.52358], [4.70200, 0.66232, -1.41318], [4.49076, 1.05981, -2.37604], [4.44594, 1.19850, -0.57018], [5.74082, 0.46381, -1.36420], [2.59563, -2.60180, -1.63199], [0.06951, -2.84119, -1.25778], [-3.41059, 1.31314, -0.89030], [-3.37283, 2.55821, 0.18955], [-4.15174, 2.81680, 0.40670], [-2.71468, 3.26597, -0.04363], [-4.54452, 0.92761, -0.97340], [-3.08449, 1.40180, -1.87160], [-4.20695, -0.92103, 0.41428], [-2.29635, -1.31007, 1.02976], [-2.97927, 0.14058, 2.82765], [-4.32708, 0.66096, 1.92130], [-2.90554, 2.75795, 2.10122], [-1.26798, 0.03204, 2.02311], [1.55881, 2.52034, 1.79264], [3.92760, 1.83003, 1.84733], [4.67512, -0.55435, 1.78146], [2.80310, -2.39669, 1.92360], [1.09174, -3.42855, 0.95974], [0.80558, -3.39358, 2.82250], [-1.72925, -3.70070, 2.22779], [-0.96757, -4.90024, 1.43058], [-1.47820, -3.37387, 0.56710]], "forces_ev_per_a": [[1.9, 1.8, -4.8], [-5.1, 1.2, 7.2], [-7.2, -7.9, -0.5], [5.4, 4.4, -1.0], [-0.2, 5.1, 1.8], [4.8, -0.9, -1.0], [3.1, 4.7, -2.7], [-1.3, -1.2, 1.6], [5.6, -1.5, 0.7], [-6.0, 3.8, -0.2], [0.1, -8.7, 0.4], [1.5, 2.7, -0.5], [0.5, 12.1, 2.4], [4.8, -8.8, 1.6], [-3.5, -6.4, 12.0], [5.5, 5.7, -12.0], [0.0, 12.0, -6.0], [-1.3, -4.9, 0.8], [0.6, -3.7, 5.3], [0.7, 0.1, -3.2], [-2.0, 2.5, 3.6], [7.0, -1.6, -3.5], [-2.6, -6.8, 0.9], [-2.0, -4.0, -2.8], [2.0, -10.9, 2.5], [-4.9, 6.4, 1.1], [3.7, 12.5, -0.5], [-2.3, -5.8, 3.5], [0.0, 0.4, -1.2], [1.7, 0.9, -1.7], [1.5, 1.0, -0.2], [0.6, 1.9, 1.1], [-1.1, -2.2, -1.9], [0.2, 1.5, -0.3], [-0.8, 1.3, 1.4], [0.9, -1.2, 0.1], [-2.2, 2.6, 1.6], [-0.2, -0.3, -0.9], [-3.2, -1.5, 2.1], [14.0, -11.8, -5.0], [-15.4, 5.1, 4.1], [2.3, 3.0, -1.4], [2.0, 1.0, 0.1], [0.7, 0.8, -1.7], [0.8, -0.3, 0.6], [-2.9, 1.6, -0.9], [-0.6, 1.6, -1.9], [-6.1, 1.1, 0.6], [0.4, -2.3, -0.7], [1.8, 0.6, -0.5], [0.2, -0.6, -0.2], [-2.3, -3.0, 1.1], [-4.0, 0.1, 0.8], [0.1, -2.1, -0.2], [2.5, -0.8, -2.7], [-0.2, 0.4, -3.1], [-1.4, 1.1, 2.8], [0.6, -0.6, -0.4], [1.1, -1.2, 1.7]]}

What is the formula in the fourth record? C22H28N2O6S